No. 1
Below is a molecular structure, C31H45Br2N4O2PdSi, with properties calculated with ωB97M-V/def2-TZVPD.

Geometry as ORCA input:
```
! wB97M-V def2-TZVPD RIJCOSX def2/J DEFGRID3
* xyz -1 1
Pd -0.062 1.268 -0.110
Br 2.466 2.133 -0.194
Br 0.063 -1.224 -0.440
Si -0.124 -3.455 -0.246
O -4.091 5.748 0.001
O -2.418 1.969 0.092
N -1.414 3.930 -0.860
N -0.195 3.598 -0.527
N 0.886 1.508 3.384
N -0.036 1.174 2.474
C -6.026 4.053 -2.616
C 0.361 1.705 4.612
C -5.309 2.868 -2.726
C -2.591 3.249 -0.085
C -4.518 4.786 -0.892
C 5.415 3.754 -0.577
C 3.152 4.923 -0.428
C 7.400 4.933 0.131
C -0.990 1.480 4.494
C -1.970 -3.866 -0.617
C -4.214 2.656 -1.902
C 0.379 -3.842 1.575
C 6.789 3.803 -0.395
C 2.180 4.000 -0.512
C 5.243 5.981 0.277
C -5.632 5.013 -1.697
C -2.857 -3.426 0.558
C 1.901 -3.717 1.738
C 6.615 6.027 0.465
C 1.085 -4.237 -1.531
C -1.181 1.155 3.133
C 0.530 -4.066 -2.953
C -0.230 -2.832 2.566
C 2.450 -3.529 -1.528
C -3.800 3.601 -0.974
C 0.805 4.356 -0.830
C 4.608 4.844 -0.235
C -2.488 -3.085 -1.837
C -0.031 -5.256 2.012
C 1.315 -5.736 -1.287
C -2.208 -5.364 -0.861
H 7.388 2.944 -0.675
H 4.637 6.841 0.539
H 8.474 4.964 0.267
H -3.282 -5.538 -0.996
H 2.263 -2.740 1.413
H 0.161 -3.054 3.566
H -6.182 5.945 -1.604
H -2.716 -2.371 0.799
H -1.553 4.902 -1.142
H 0.337 -5.439 3.028
H 1.837 1.621 3.076
H 4.966 2.868 -0.996
H -1.112 -5.387 2.035
H -2.690 -4.015 1.459
H -3.551 -3.320 -1.969
H 0.654 5.309 -1.345
H 2.150 -3.826 2.800
H -1.709 -5.726 -1.760
H -3.906 -3.561 0.271
H -4.725 6.472 -0.011
H 7.070 6.922 0.872
H -0.372 -4.652 -3.128
H 0.388 -6.034 1.370
H -1.979 -3.344 -2.763
H 1.948 -6.137 -2.087
H -1.732 1.558 5.270
H -2.088 0.968 2.579
H -1.315 -2.887 2.621
H 1.829 -5.927 -0.346
H 0.388 -6.311 -1.286
H 2.449 -4.488 1.196
H 0.973 1.993 5.450
H -3.650 1.731 -1.921
H -2.398 -2.009 -1.693
H 0.312 -3.021 -3.180
H 2.989 -3.640 -0.589
H -2.652 3.856 0.843
H 1.286 -4.411 -3.668
H 2.350 -2.464 -1.733
H 3.068 -3.972 -2.318
H 0.039 -1.804 2.323
H -5.611 2.112 -3.440
H 2.782 5.943 -0.508
H -1.882 -5.984 -0.024
H -6.892 4.235 -3.242
*
```

The value obtained for the relative energy (zero: lowest compared OMol25 entry of this formula, charge and spin) is 32.5 kcal per mole. As for the frontier orbital gap: 0.1777 hartree. The HOMO energy is -2.34 eV.

No. 2
Below is a molecular structure, C18H41N2P3S2Sm at a distorted geometry, with properties calculated with ωB97M-V/def2-TZVPD.

Geometry as ORCA input:
```
! wB97M-V def2-TZVPD RIJCOSX def2/J DEFGRID3
* xyz 3 6
Sm -0.032 -0.026 1.173
S -0.230 -1.120 -5.095
S -0.025 -0.012 3.519
P -1.811 1.548 1.484
P 1.848 1.129 2.345
P 0.511 0.809 -0.878
N -0.461 1.055 5.747
N 0.301 -1.191 5.587
C 2.326 0.688 4.048
C 1.036 -1.858 0.759
C 0.068 -5.020 -6.050
C -1.615 3.213 0.768
C 3.408 0.752 1.506
C -3.392 1.056 0.734
C -2.364 2.055 3.139
C -0.351 -1.922 0.279
C 1.241 2.448 -1.124
C 1.879 2.928 2.468
C -1.102 -5.282 -6.766
C -0.010 -0.002 4.974
C 0.318 -3.746 -5.548
C -1.783 -2.975 -6.479
C -0.923 0.849 -1.998
C -2.023 -4.254 -6.977
C 1.655 -0.202 -1.861
C -0.606 -2.706 -5.756
H 2.255 2.476 -0.718
H -1.349 -0.499 -5.531
H -0.574 1.085 -3.011
H -2.527 3.785 0.982
H -3.269 0.875 -0.338
H -0.608 2.028 5.395
H 1.323 -2.471 1.597
H 1.290 -1.225 -1.978
H -2.505 -2.181 -6.647
H -1.649 1.602 -1.689
H 4.228 1.262 2.031
H 0.588 -2.043 5.052
H -3.760 0.127 1.184
H 1.765 3.393 1.483
H 0.261 -1.297 6.610
H 1.066 3.282 3.109
H -4.139 1.849 0.883
H 1.733 0.265 -2.848
H -3.176 2.786 3.026
H -0.537 0.962 6.766
H 2.385 -0.402 4.169
H 3.584 -0.327 1.513
H 2.839 3.247 2.901
H -2.938 -4.446 -7.533
H -1.420 -0.127 -2.003
H 0.655 3.234 -0.643
H 1.230 -3.547 -4.990
H -1.036 -2.593 0.776
H 1.559 1.067 4.769
H 3.260 1.142 4.276
H -0.535 -1.844 -0.782
H -0.758 3.726 1.215
H -1.543 2.525 3.693
H -2.737 1.213 3.729
H 3.390 1.087 0.466
H -1.474 3.180 -0.314
H 0.793 -5.811 -5.879
H -1.294 -6.280 -7.157
H 1.288 2.644 -2.202
H 2.647 -0.237 -1.399
H 1.828 -1.723 0.042
*
```

The value obtained for the relative energy (zero: lowest compared OMol25 entry of this formula, charge and spin) is 275.4 kcal per mole. As for the frontier orbital gap (spin up / spin down): 0.0884 / 0.0813 hartree. The HOMO energy (spin up / spin down) is -13.88 / -13.84 eV.

No. 3
Below is 2 unconnected molecules or ions with the total composition C26H24N3 at a distorted geometry, with properties calculated with ωB97M-V/def2-TZVPD.

Geometry as ORCA input:
```
! wB97M-V def2-TZVPD RIJCOSX def2/J DEFGRID3
* xyz 1 1
N 0.868 0.301 -2.717
N 1.896 -0.591 -6.651
N -4.844 0.120 1.759
C -5.839 -0.490 0.905
C 0.157 -0.591 -3.427
C 0.727 0.059 0.862
C -2.693 -1.013 1.892
C 3.478 3.048 2.019
C 3.747 1.675 2.105
C 2.314 -3.387 1.240
C 1.347 -2.465 0.825
C -5.329 0.547 3.053
C 3.753 -1.589 2.045
C 1.882 0.943 -3.324
C 1.553 1.235 1.078
C 2.252 0.711 -4.655
C 2.819 0.784 1.595
C -3.480 0.072 1.452
C 2.283 3.503 1.433
C -1.345 -1.047 1.605
C -2.872 1.101 0.692
C 1.532 -0.266 -5.387
C 1.574 -1.105 1.035
C -1.519 1.066 0.418
C 1.310 2.603 0.980
C 0.434 -0.908 -4.762
C 2.828 -0.670 1.570
C 3.490 -2.956 1.882
C -0.706 0.015 0.907
H -3.506 1.926 0.359
H 0.434 -2.780 0.326
H -0.676 -1.078 -2.909
H -1.070 1.847 -0.192
H 1.413 -1.319 -7.159
H 4.205 -3.695 2.246
H -6.599 0.255 0.638
H 4.199 3.769 2.403
H 2.426 1.680 -2.724
H 2.147 -4.454 1.081
H -6.342 -1.318 1.426
H 2.105 4.576 1.344
H 2.705 -0.166 -7.084
H -5.357 -0.866 -0.003
H 3.083 1.254 -5.110
H -5.824 -0.283 3.578
H -0.167 -1.644 -5.302
H -6.066 1.350 2.917
H 4.653 1.281 2.564
H -4.491 0.917 3.654
H 4.652 -1.219 2.535
H 0.385 2.957 0.542
H -0.757 -1.882 1.979
H -3.170 -1.813 2.462
*
```

The value obtained for the relative energy (zero: lowest compared OMol25 entry of this formula, charge and spin) is 15.1 kcal per mole. As for the frontier orbital gap: 0.1868 hartree. The HOMO energy is -10.60 eV.

No. 4
Below is a molecular structure, C37H40Br2ClN3O4P2SiZr, with properties calculated with ωB97M-V/def2-TZVPD.

Geometry as ORCA input:
```
! wB97M-V def2-TZVPD RIJCOSX def2/J DEFGRID3
* xyz 2 1
Zr 0.060 -0.109 -0.044
Br -1.296 2.079 1.521
Br 1.251 3.066 -0.059
Cl -3.604 2.459 -4.450
P -1.446 -2.155 -1.194
P -1.801 -1.310 1.857
Si 1.749 -0.090 2.196
O 0.148 0.128 -5.986
O -1.719 1.208 -6.490
O 1.273 0.219 -1.632
O 1.520 -0.455 -3.753
N -2.178 1.749 -2.347
N -1.040 1.149 -1.951
N 1.230 -2.017 -0.014
C 4.980 2.513 1.994
C -4.789 2.510 0.173
C -0.420 0.781 -3.079
C 2.277 -1.701 3.035
C 3.442 -1.649 3.807
C -1.907 -4.063 2.385
C -3.152 -1.879 -1.766
C -0.682 -2.893 -2.668
C 0.906 0.116 -2.886
C 3.916 -2.770 4.476
C -3.561 -0.828 1.947
C 3.915 0.512 0.399
C -1.608 -5.776 0.726
C 2.067 -2.798 -0.096
C -1.778 -3.077 1.411
C 3.842 1.829 2.400
C -4.557 3.862 0.379
C -1.491 -4.802 -0.257
C -1.822 -5.406 2.046
C -4.012 1.805 -0.736
C 4.483 -3.128 -0.449
C -1.575 -3.453 0.072
C 3.289 0.816 1.611
C 3.127 -3.780 -0.130
C 3.233 -3.975 4.386
C -3.008 2.467 -1.420
C -0.101 3.588 1.190
C -3.559 4.519 -0.329
C -2.287 1.739 -3.693
C 1.605 -2.925 2.960
C -2.779 3.822 -1.240
C 2.073 -4.050 3.627
C 5.051 1.195 -0.014
C -1.171 1.089 -4.215
C 5.585 2.197 0.784
C -0.933 0.825 -5.673
C -1.343 -1.202 3.613
H 3.503 -0.252 -0.251
H 3.128 -4.250 0.858
H -1.258 -3.744 -3.029
H 4.790 -2.463 0.355
H 1.527 -4.984 3.559
H -3.573 -2.816 -2.129
H 4.000 -0.721 3.883
H 0.351 3.848 2.137
H 0.710 -0.115 -5.223
H -0.377 -1.669 3.794
H -3.156 -1.157 -2.586
H -3.402 5.581 -0.187
H -1.920 -6.162 2.814
H 1.115 0.795 3.222
H -5.173 4.415 1.077
H 2.857 -4.540 -0.867
H -3.786 -1.524 -0.958
H 5.233 -3.907 -0.560
H 6.472 2.730 0.465
H -4.047 -0.831 0.975
H -3.629 0.176 2.369
H -1.333 -5.109 -1.284
H -2.057 -3.790 3.422
H -0.713 4.380 0.780
H 5.397 3.290 2.622
H -4.096 -1.514 2.605
H -1.269 -0.147 3.879
H 5.519 0.948 -0.960
H 4.819 -2.701 5.069
H -2.008 4.321 -1.819
H 3.601 -4.849 4.908
H -4.198 0.761 -0.939
H 3.381 2.091 3.347
H 0.691 -3.011 2.384
H 0.342 -3.203 -2.467
H -1.539 -6.822 0.457
H -0.664 -2.145 -3.463
H -5.591 2.010 0.701
H 4.436 -2.563 -1.381
H -2.096 -1.665 4.251
*
```

The value obtained for the relative energy (zero: lowest compared OMol25 entry of this formula, charge and spin) is 0.0 kcal per mole. As for the frontier orbital gap: 0.2404 hartree. The HOMO energy is -13.17 eV.